Entry 1
Density functional theory data (wB97M-V/def2-TZVPD) for one molecule with the formula C2H4ClOP.

Each line ends with the natural charge from an NBO analysis.
Atoms and positions in Å:
O: -1.51742 1.18937 -0.98137  -0.521
C: -1.59998 0.49464 -0.01834  0.130
P: -0.64890 -0.98277 0.40017  0.407
C: 1.36227 -0.29182 -0.41789  -0.553
Cl: 2.58819 -0.89264 0.52619  0.026
H: -2.26755 0.85248 0.82822  0.110
H: -0.71670 -0.41325 1.64135  -0.031
H: 1.40105 0.80051 -0.63227  0.229
H: 1.39904 -0.75651 -1.34607  0.203

Computed properties:
E_HOMO = -9.542 eV
total charge = 0

---

Entry 2
Density functional theory data (wB97M-V/def2-TZVPD) for one molecule with the formula C2H4ClOP.

Each line ends with the natural charge from an NBO analysis.
Atoms and positions in Å:
C: 0.49066 -0.12777 0.11060  -0.255
O: -0.22280 0.03938 1.36979  -0.502
C: -1.30813 0.77642 1.32621  -0.020
P: -2.83836 0.67680 2.99507  0.343
Cl: -4.14489 1.92100 2.17571  -0.305
H: 1.43215 -0.63393 0.21890  0.212
H: 0.49771 0.91545 -0.21731  0.186
H: -0.13941 -0.62169 -0.60011  0.188
H: -1.58670 1.35008 0.41512  0.153

Computed properties:
E_HOMO (alpha / beta) = -7.643 / -7.120 eV
total charge = 0

---

Entry 3
Density functional theory data (wB97M-V/def2-TZVPD) for a 2-piece molecular cluster, C2H4ClOP overall.

Each line ends with the natural charge from an NBO analysis.
Atoms and positions in Å:
C: -1.87318 -0.65938 0.55961  0.157
C: 0.20783 -0.08874 -0.44526  -0.262
O: -0.61785 -0.99327 0.28492  -0.474
P: -3.32414 -1.39473 2.85781  0.208
Cl: -3.91247 0.42606 3.08917  -0.292
H: -2.00260 0.41524 0.16099  0.063
H: -0.33878 0.76949 -0.67281  0.184
H: 0.55484 -0.64994 -1.36855  0.208
H: 1.08294 0.10476 0.34721  0.208

Computed properties:
E_HOMO (alpha / beta) = -7.105 / -6.868 eV
total charge = 0

---

So which one is most stable? That would be entry 1, about 0.0432 hartree below the next structure.

---

Entry 1
Density functional theory data (wB97M-V/def2-TZVPD) for one molecule with the formula C3H4Cl2S.

Each line ends with the natural charge from an NBO analysis.
Atoms and positions in Å:
S: 0.62019 -1.20042 2.19859  -0.010
C: 1.04195 0.33590 1.34504  -0.577
C: 0.27006 0.30151 0.06997  -0.022
Cl: -1.50046 0.36308 0.20359  -0.010
C: 0.77323 0.39433 -1.16667  -0.264
Cl: -0.19612 0.41102 -2.57204  0.032
H: 1.72342 -1.91288 1.81361  0.130
H: 2.09428 0.42762 1.08697  0.244
H: 0.78134 1.17064 2.06505  0.253
H: 1.80831 0.17102 -1.36953  0.225

Computed properties:
E_HOMO = -9.228 eV
total charge = 0

---

Entry 2
Density functional theory data (wB97M-V/def2-TZVPD) for a 2-piece molecular cluster, C3H4Cl2S overall.

Each line ends with the natural charge from an NBO analysis.
Atoms and positions in Å:
C: 0.65893 -1.13822 -0.13020  -0.130
C: 0.48859 -0.76625 1.19130  -0.761
C: -0.67096 1.26465 -1.05546  -0.366
S: 1.25228 -1.83841 -1.33219  0.226
Cl: -0.95442 2.10014 0.36257  0.074
Cl: -2.11715 0.71053 -1.83309  -0.002
H: -0.17572 -1.37156 1.61136  0.258
H: -0.02436 0.29026 1.24337  0.245
H: 1.40406 -0.72062 1.73996  0.234
H: 0.13874 1.46948 -1.79761  0.223

Computed properties:
E_HOMO (alpha / beta) = -6.607 / -8.053 eV
total charge = 0

---

So which one is most stable? That would be entry 1, about 0.1349 hartree below the next structure.

---

Entry 1
Density functional theory data (wB97M-V/def2-TZVPD) for a 2-piece molecular cluster, C3H8NO overall.

Each line ends with the natural charge from an NBO analysis.
Atoms and positions in Å:
C: -1.83413 -0.52154 -1.59055  -0.197
O: -0.49561 -0.39214 -1.42863  -0.984
H: -2.29278 -0.50731 -2.64813  0.056
H: -2.39699 0.38017 -1.24262  0.083
H: -2.15901 -1.49792 -1.16243  0.093
C: 0.98784 1.39696 0.57256  -0.521
C: 0.82974 -0.81188 1.32278  -0.078
N: 0.95665 0.39362 1.64972  -0.440
H: 1.95901 1.41919 0.07236  0.188
H: 0.30632 0.97356 -0.20228  0.289
H: 0.49668 2.28975 0.94243  0.179
H: 0.77471 -1.58077 2.09543  0.131
H: 0.81335 -1.13535 0.27086  0.202

Computed properties:
E_HOMO = -2.337 eV
total charge = -1

---

Entry 2
Density functional theory data (wB97M-V/def2-TZVPD) for a 2-piece molecular cluster, C3H8NO overall.

Each line ends with the natural charge from an NBO analysis.
Atoms and positions in Å:
C: 0.43267 0.28094 0.44320  -0.410
N: 1.31841 1.60729 0.40856  -1.056
C: 0.22276 -0.01761 -1.23498  -0.324
C: -0.82192 -0.42669 -0.31625  0.215
O: -1.15714 -1.66401 -0.11358  -0.808
H: 0.06274 1.07011 1.11661  0.396
H: -0.40623 0.37235 3.34932  -0.017
H: 0.95174 -0.55328 0.92008  0.188
H: 2.04272 1.39446 -0.27299  0.281
H: 1.07391 -0.59211 -1.55880  0.205
H: -0.09992 0.84221 -1.80440  0.205
H: -0.94141 0.28220 2.80889  0.015
H: -1.65254 0.30547 -0.29628  0.109

Computed properties:
E_HOMO = -2.314 eV
total charge = -1

---

Entry 3
Density functional theory data (wB97M-V/def2-TZVPD) for a 2-piece molecular cluster, C3H8NO overall.

Each line ends with the natural charge from an NBO analysis.
Atoms and positions in Å:
C: 1.20944 1.59827 -0.98999  -0.187
O: 0.52869 1.22447 0.10340  -0.975
H: 0.67469 1.44562 -1.96754  0.070
H: 1.58649 2.64969 -1.04386  0.080
H: 2.20811 1.04180 -1.08145  0.065
C: -0.21629 -1.29925 1.39997  -0.498
C: -1.65359 -0.62638 -0.24064  -0.087
N: -1.57936 -1.25238 0.85949  -0.445
H: 0.38062 -1.97085 0.77223  0.173
H: -0.13918 -1.64478 2.43010  0.163
H: 0.25436 -0.31588 1.24824  0.290
H: -2.54538 -0.66682 -0.86347  0.135
H: -0.70859 -0.18351 -0.62646  0.216

Computed properties:
E_HOMO = -2.492 eV
total charge = -1

---

Entry 4
Density functional theory data (wB97M-V/def2-TZVPD) for an isolated ion of composition C3H8NO and charge -1.

Each line ends with the natural charge from an NBO analysis.
Atoms and positions in Å:
C: 0.52653 -0.33997 -2.10609  -0.406
N: 0.63857 0.21449 -0.73131  -0.711
C: -0.72327 0.32009 -0.14657  -0.235
C: -0.58686 0.40976 1.38907  -0.057
O: 0.25736 -0.56734 1.92444  -0.967
H: 1.43620 -0.84780 -2.50254  0.178
H: 0.26151 0.38298 -2.91583  0.170
H: -0.24057 -1.26100 -2.14305  0.144
H: 1.09555 -0.20423 0.14384  0.436
H: -1.41693 -0.51885 -0.44121  0.128
H: -1.16760 1.21421 -0.62909  0.140
H: -1.58417 0.55682 1.94020  0.084
H: -0.21125 1.37587 1.45291  0.095

Computed properties:
E_HOMO = -2.427 eV
total charge = -1

---

So which one is most stable? That would be entry 4, about 0.0045 hartree below the next structure.